Density functional theory data (the ωB97M-V functional and the def2-TZVPD basis) for a cluster of 12 separate species, C64H151N9O12 in total in a non-equilibrium geometry.

CARTESIAN COORDINATES (ANGSTROEM)
1 C -0.499 1.697 -3.101
2 C -1.528 1.526 -1.905
3 C -2.199 0.242 -2.247
4 C -1.568 -1.092 -1.854
5 C -1.139 -0.979 -0.421
6 C -0.228 0.218 -0.036
7 N -0.875 1.464 -0.554
8 O -0.429 2.761 -0.033
9 C 1.122 -0.039 -0.681
10 C -0.129 0.212 1.510
11 C -2.622 2.640 -1.982
12 H -0.854 2.086 -4.056
13 H -0.069 0.756 -3.445
14 H 0.425 2.210 -2.833
15 H -2.364 0.133 -3.319
16 H -3.208 0.226 -1.834
17 H -0.680 -1.273 -2.459
18 H -2.298 -1.901 -1.821
19 H -0.564 -1.887 -0.243
20 H -2.013 -0.923 0.227
21 H 1.170 0.200 -1.743
22 H 1.496 -1.062 -0.648
23 H 1.905 0.575 -0.237
24 H 0.778 0.713 1.847
25 H -0.061 -0.717 2.077
26 H -0.952 0.632 2.088
27 H -2.972 2.756 -3.007
28 H -2.258 3.634 -1.721
29 H -3.458 2.384 -1.331
30 C 0.354 -4.500 -4.174
31 C 1.235 -4.960 -2.977
32 C 1.040 -4.120 -1.665
33 N 1.434 -4.909 -0.343
34 C 1.266 -4.061 0.930
35 C 2.875 -5.461 -0.322
36 C 2.785 -6.863 0.505
37 C 1.380 -7.377 0.087
38 C 0.513 -6.163 -0.109
39 H 0.756 -3.601 -4.640
40 H -0.641 -4.309 -3.772
41 H 0.406 -5.206 -5.003
42 H 2.294 -4.923 -3.235
43 H 1.232 -6.024 -2.738
44 H 0.055 -3.666 -1.553
45 H 1.737 -3.302 -1.850
46 H 0.210 -3.801 1.008
47 H 1.844 -3.165 0.704
48 H 1.678 -4.547 1.814
49 H 3.625 -4.717 -0.054
50 H 3.054 -5.731 -1.362
51 H 2.747 -6.666 1.577
52 H 3.569 -7.569 0.231
53 H 1.000 -8.106 0.803
54 H 1.443 -7.971 -0.825
55 H -0.297 -5.991 0.600
56 H -0.038 -6.296 -1.040
57 C -2.861 -1.868 10.537
58 C -2.646 -2.920 9.431
59 C -2.809 -2.283 8.068
60 N -2.287 -3.224 6.922
61 C -2.765 -4.657 6.986
62 C -2.610 -2.665 5.488
63 C -1.829 -1.362 5.382
64 C -0.503 -1.622 6.058
65 C -0.687 -2.943 6.864
66 H -2.288 -0.985 10.256
67 H -2.719 -2.239 11.552
68 H -3.831 -1.371 10.505
69 H -3.513 -3.557 9.606
70 H -1.817 -3.615 9.571
71 H -2.323 -1.314 7.956
72 H -3.887 -2.313 7.911
73 H -2.474 -5.215 6.096
74 H -3.832 -4.505 7.146
75 H -2.381 -5.143 7.883
76 H -2.240 -3.419 4.793
77 H -3.693 -2.689 5.366
78 H -1.657 -1.131 4.331
79 H -2.389 -0.522 5.794
80 H 0.249 -1.881 5.312
81 H -0.152 -0.788 6.666
82 H -0.209 -3.845 6.482
83 H -0.318 -2.802 7.880
84 C 0.657 3.450 -6.649
85 C 1.039 4.546 -5.643
86 C -0.121 5.552 -5.463
87 N 0.096 6.504 -4.252
88 C 1.434 7.213 -4.465
89 C -0.014 5.704 -2.926
90 C -0.554 6.707 -1.869
91 C -0.844 8.043 -2.583
92 C -1.043 7.569 -4.007
93 H 1.380 2.635 -6.691
94 H 0.642 3.651 -7.720
95 H -0.337 3.056 -6.436
96 H 1.964 5.026 -5.963
97 H 1.400 4.078 -4.728
98 H -0.955 4.924 -5.151
99 H -0.262 6.044 -6.426
100 H 1.585 7.999 -3.726
101 H 1.462 7.630 -5.472
102 H 2.091 6.362 -4.284
103 H 0.926 5.212 -2.673
104 H -0.822 5.011 -3.160
105 H 0.190 6.841 -1.084
106 H -1.402 6.217 -1.390
107 H -0.096 8.830 -2.489
108 H -1.737 8.572 -2.250
109 H -1.006 8.314 -4.801
110 H -1.984 7.030 -4.116
111 C -3.745 4.380 1.601
112 N -3.562 3.238 2.626
113 C -3.830 1.928 1.808
114 C -2.149 3.084 3.211
115 C -4.603 3.437 3.716
116 C -4.314 2.989 5.140
117 O -4.065 1.608 5.272
118 H -3.620 5.342 2.097
119 H -4.735 4.317 1.148
120 H -2.960 4.219 0.863
121 H -2.992 2.016 1.117
122 H -4.718 1.922 1.175
123 H -3.721 1.116 2.528
124 H -1.990 3.870 3.948
125 H -1.405 3.136 2.416
126 H -1.969 2.215 3.844
127 H -5.552 3.054 3.342
128 H -4.815 4.502 3.806
129 H -5.240 3.224 5.664
130 H -3.518 3.530 5.652
131 H -3.916 1.358 6.187
132 C 2.462 -0.263 -4.437
133 N 3.621 -1.014 -5.183
134 C 3.174 -2.428 -5.531
135 C 4.032 -0.226 -6.471
136 C 4.905 -1.055 -4.252
137 C 4.751 -2.008 -3.051
138 O 3.599 -1.838 -2.294
139 H 1.919 -0.880 -3.722
140 H 1.717 -0.053 -5.204
141 H 2.838 0.698 -4.085
142 H 3.967 -2.898 -6.113
143 H 2.192 -2.371 -6.000
144 H 3.028 -3.045 -4.645
145 H 3.229 -0.132 -7.202
146 H 4.873 -0.692 -6.984
147 H 4.294 0.767 -6.107
148 H 5.088 -0.065 -3.834
149 H 5.754 -1.388 -4.848
150 H 5.648 -1.791 -2.470
151 H 4.820 -3.069 -3.293
152 H 3.740 -1.951 -1.351
153 C 4.509 5.183 0.734
154 N 3.169 4.382 0.587
155 C 3.255 2.929 1.032
156 C 2.115 5.158 1.420
157 C 2.551 4.434 -0.828
158 C 3.273 3.535 -1.941
159 O 4.428 4.218 -2.370
160 H 4.344 6.190 0.351
161 H 5.175 4.544 0.154
162 H 4.790 5.223 1.787
163 H 3.634 2.973 2.053
164 H 3.913 2.282 0.452
165 H 2.248 2.512 1.000
166 H 2.350 6.201 1.204
167 H 2.492 4.836 2.391
168 H 1.084 4.883 1.198
169 H 2.619 5.479 -1.131
170 H 1.478 4.243 -0.809
171 H 2.581 3.446 -2.779
172 H 3.568 2.510 -1.719
173 H 4.600 3.845 -3.238
174 C -6.622 -3.737 -4.360
175 N -5.443 -3.886 -3.408
176 C -5.557 -2.851 -2.283
177 C -5.478 -5.235 -2.659
178 C -3.999 -3.729 -4.058
179 C -3.661 -2.603 -5.136
180 O -4.420 -2.648 -6.322
181 H -7.546 -3.670 -3.786
182 H -6.610 -4.517 -5.121
183 H -6.372 -2.798 -4.855
184 H -5.585 -1.849 -2.713
185 H -4.671 -2.965 -1.659
186 H -6.487 -3.088 -1.766
187 H -4.744 -5.176 -1.855
188 H -5.189 -5.985 -3.395
189 H -6.514 -5.256 -2.320
190 H -3.764 -4.704 -4.487
191 H -3.353 -3.774 -3.181
192 H -2.606 -2.807 -5.318
193 H -3.764 -1.625 -4.666
194 H -4.879 -1.810 -6.413
195 C 5.855 -1.347 5.141
196 N 5.107 -0.007 4.988
197 C 4.064 0.081 6.118
198 C 6.147 1.082 5.256
199 C 4.370 0.176 3.635
200 C 3.154 -0.587 3.329
201 O 3.359 -1.982 3.303
202 H 5.135 -2.099 4.820
203 H 6.041 -1.587 6.188
204 H 6.747 -1.375 4.514
205 H 3.529 1.021 5.986
206 H 4.450 -0.049 7.129
207 H 3.404 -0.777 5.987
208 H 6.688 0.921 6.189
209 H 5.729 2.085 5.178
210 H 6.836 0.857 4.442
211 H 5.081 0.061 2.817
212 H 3.992 1.195 3.717
213 H 2.617 -0.329 2.416
214 H 2.380 -0.468 4.087
215 H 4.155 -2.173 2.802
216 C -1.138 -0.275 -6.495
217 C -0.482 -0.287 -7.864
218 O 0.700 -0.744 -7.874
219 O -1.158 0.057 -8.828
220 H -2.203 -0.482 -6.598
221 H -0.906 0.714 -6.100
222 H -0.729 -0.966 -5.757
223 C -3.295 -4.034 1.423
224 C -3.013 -4.945 0.251
225 O -2.425 -4.524 -0.769
226 O -3.408 -6.150 0.277
227 H -3.018 -4.573 2.330
228 H -4.361 -3.817 1.487
229 H -2.780 -3.075 1.387
230 C 1.106 2.339 4.320
231 C 1.734 3.617 4.901
232 O 1.058 4.575 5.228
233 O 2.948 3.497 4.936
234 H 0.086 2.454 4.687
235 H 1.578 1.412 4.649
236 H 1.011 2.406 3.237

As for the spin multiplicity: 2. As for the expectation value of S²: 0.75. Its HOMO energy (alpha / beta) is -7.78 / -10.73 eV. As for the net charge: +3.